1.
A molecular structure, C38H47InN2PS3 at a distorted geometry, computed with wB97M-V/def2-TZVPD.

Computed properties:
- Gap between HOMO and LUMO (alpha / beta): 5.34 / 4.25 eV
- Net charge: +1
- Lowest unoccupied orbital energy (alpha / beta): -4.8 / -5.5 eV
- Relative energy (zero: lowest compared OMol25 entry of this formula, charge and spin): 222.5 kJ/mol

Each line ends with the Löwdin charge.
CARTESIAN COORDINATES (ANGSTROEM)
In (0.652, -0.508, -0.578)  0.86
C (3.239, 0.326, 1.098)  -0.04
C (3.338, 0.119, -0.263)  -0.18
C (2.654, 1.327, -0.914)  -0.19
C (2.261, 2.144, 0.136)  -0.03
C (2.608, 1.569, 1.373)  -0.16
C (2.410, 2.181, 2.730)  -0.55
C (3.735, 2.836, 3.163)  -0.02
C (2.021, 1.107, 3.754)  -0.04
C (1.310, 3.249, 2.695)  -0.04
C (2.504, 1.816, -2.353)  -0.55
C (2.472, 0.732, -3.435)  -0.05
C (1.189, 2.608, -2.502)  -0.05
C (3.667, 2.785, -2.649)  -0.02
C (4.232, -0.968, -0.846)  -0.53
C (5.378, -0.316, -1.641)  -0.02
C (4.890, -1.783, 0.278)  -0.05
C (3.473, -1.983, -1.718)  -0.06
H (3.637, -0.323, 1.860)  0.11
H (1.775, 3.100, 0.037)  0.12
H (4.534, 2.096, 3.236)  0.09
H (3.603, 3.302, 4.141)  0.09
H (4.039, 3.604, 2.450)  0.09
H (2.762, 0.309, 3.806)  0.08
H (1.053, 0.672, 3.496)  0.07
H (1.943, 1.555, 4.745)  0.10
H (1.605, 4.104, 2.085)  0.09
H (1.118, 3.610, 3.706)  0.09
H (0.381, 2.838, 2.294)  0.09
H (1.655, 0.026, -3.264)  0.06
H (3.408, 0.187, -3.515)  0.07
H (2.293, 1.205, -4.401)  0.10
H (0.326, 1.997, -2.224)  0.06
H (1.067, 2.912, -3.542)  0.10
H (1.179, 3.513, -1.898)  0.08
H (4.637, 2.302, -2.535)  0.08
H (3.635, 3.641, -1.975)  0.09
H (3.584, 3.150, -3.675)  0.10
H (5.910, 0.400, -1.011)  0.10
H (5.032, 0.203, -2.530)  0.06
H (6.087, -1.083, -1.955)  0.10
H (5.527, -1.160, 0.906)  0.10
H (5.516, -2.558, -0.165)  0.10
H (4.146, -2.278, 0.907)  0.08
H (2.948, -1.524, -2.551)  0.05
H (2.748, -2.526, -1.103)  0.05
H (4.176, -2.713, -2.123)  0.10
S (-5.099, 0.506, -5.767)  0.67
C (-4.450, 0.410, -4.264)  -1.08
S (-3.149, -0.694, -3.881)  0.98
C (-3.066, -0.004, -2.260)  -1.08
N (-3.933, 0.945, -2.073)  0.02
N (-4.714, 1.171, -3.136)  -0.12
C (-5.723, 2.180, -2.955)  -0.18
C (-6.936, 2.173, -3.635)  -0.04
C (-7.877, 3.152, -3.354)  -0.07
C (-7.628, 4.128, -2.405)  -0.08
C (-6.415, 4.135, -1.733)  -0.07
C (-5.464, 3.169, -2.004)  -0.02
S (-2.043, -0.565, -1.033)  0.53
H (-7.168, 1.418, -4.363)  0.07
H (-8.822, 3.135, -3.881)  0.11
H (-8.377, 4.877, -2.186)  0.11
H (-6.206, 4.895, -0.992)  0.11
H (-4.516, 3.167, -1.491)  0.10
C (0.872, -2.335, 2.551)  -0.23
P (-0.625, -2.100, 1.503)  0.90
C (-1.899, -1.838, 2.773)  -0.38
C (-2.148, -2.803, 3.748)  -0.09
C (-3.043, -2.535, 4.770)  -0.06
C (-3.690, -1.307, 4.829)  -0.06
C (-3.454, -0.351, 3.854)  -0.07
C (-2.561, -0.615, 2.824)  -0.10
C (-0.896, -3.773, 0.846)  -0.38
C (0.177, -4.438, 0.250)  -0.10
C (0.003, -5.696, -0.304)  -0.07
C (-1.248, -6.297, -0.280)  -0.06
C (-2.326, -5.623, 0.275)  -0.06
C (-2.157, -4.364, 0.830)  -0.08
H (0.766, -3.220, 3.177)  0.06
H (0.986, -1.456, 3.184)  0.03
H (1.763, -2.436, 1.928)  0.02
H (-1.651, -3.765, 3.707)  0.11
H (-3.236, -3.283, 5.527)  0.11
H (-4.378, -1.094, 5.637)  0.11
H (-3.962, 0.604, 3.890)  0.11
H (-2.381, 0.121, 2.050)  0.08
H (1.158, -3.974, 0.228)  0.09
H (0.847, -6.211, -0.743)  0.11
H (-1.381, -7.283, -0.704)  0.11
H (-3.304, -6.087, 0.284)  0.11
H (-3.006, -3.844, 1.255)  0.11

=====

2.
A gas-phase ion, C5H12O2 (charge +1) at a distorted geometry, computed with wB97M-V/def2-TZVPD.

Computed properties:
- <S²>: 0.755
- Gap between HOMO and LUMO (alpha / beta): 10.76 / 3.63 eV
- Net charge: +1
- Lowest unoccupied orbital energy (alpha / beta): -3.3 / -10.0 eV
- Relative energy (zero: lowest compared OMol25 entry of this formula, charge and spin): 120.2 kJ/mol
- 2S+1: 2

Each line ends with the Löwdin charge.
CARTESIAN COORDINATES (ANGSTROEM)
C (-2.439, 0.208, -0.557)  -0.23
O (-2.339, 0.943, 0.677)  -0.06
C (-1.235, -0.672, -0.788)  -0.14
C (-0.003, 0.030, -0.165)  -0.20
C (1.299, -0.409, -0.767)  -0.14
C (2.485, 0.123, 0.078)  -0.12
O (2.268, -0.366, 1.382)  0.18
H (-3.389, -0.334, -0.546)  0.14
H (-2.490, 0.935, -1.377)  0.13
H (-3.273, 1.132, 0.882)  0.11
H (-1.069, -0.798, -1.860)  0.13
H (-1.254, -1.672, -0.342)  0.14
H (-0.047, -0.105, 0.924)  0.13
H (-0.085, 1.126, -0.260)  0.14
H (1.443, -1.469, -0.953)  0.13
H (1.410, -0.004, -1.783)  0.14
H (2.627, 1.203, 0.061)  0.15
H (3.430, -0.319, -0.296)  0.20
H (2.539, 0.334, 2.002)  0.17

=====

3.
2 unconnected molecules or ions with the total composition C3H11NO at a distorted geometry, computed with wB97M-V/def2-TZVPD.

Computed properties:
- Gap between HOMO and LUMO: 10.60 eV
- Lowest unoccupied orbital energy: 1.0 eV
- Relative energy (zero: lowest compared OMol25 entry of this formula, charge and spin): 119.3 kJ/mol
- SMILES string: CCOC.N

Each line ends with the Löwdin charge.
CARTESIAN COORDINATES (ANGSTROEM)
C (-0.833, -1.408, 1.630)  -0.06
C (-0.725, -0.780, 0.219)  -0.30
O (0.586, -0.335, -0.048)  -0.21
C (1.043, -0.594, -1.339)  -0.14
H (-1.899, -1.657, 1.694)  0.07
H (-0.553, -0.716, 2.410)  0.07
H (-0.342, -2.383, 1.581)  0.07
H (-1.153, -1.374, -0.590)  0.12
H (-1.339, 0.127, 0.342)  0.10
H (0.817, -1.652, -1.579)  0.09
H (0.545, -0.004, -2.119)  0.08
H (2.112, -0.447, -1.484)  0.08
N (0.365, 3.035, -0.049)  0.02
H (1.315, 2.886, 0.265)  0.01
H (-0.199, 2.210, 0.122)  -0.02
H (0.259, 3.092, -1.055)  0.00

=====

4.
2 unconnected molecules or ions with the total composition C4H8ClS2, computed with wB97M-V/def2-TZVPD.

Computed properties:
- Gap between HOMO and LUMO: 6.38 eV
- Net charge: -1
- Lowest unoccupied orbital energy: 2.6 eV
- Relative energy (zero: lowest compared OMol25 entry of this formula, charge and spin): 0.0 kJ/mol

Each line ends with the Löwdin charge.
CARTESIAN COORDINATES (ANGSTROEM)
S (1.257, -2.121, -0.488)  0.45
S (1.847, -0.920, 1.066)  0.47
C (0.704, -0.827, -1.632)  -0.58
C (0.268, -0.081, 1.371)  -0.56
C (-0.485, -0.039, -1.086)  -0.30
C (-0.178, 0.766, 0.181)  -0.29
H (1.562, -0.167, -1.861)  0.07
H (0.429, -1.358, -2.564)  0.07
H (0.439, 0.553, 2.262)  0.08
H (-0.490, -0.841, 1.640)  0.08
H (-1.311, -0.747, -0.881)  0.11
H (-0.829, 0.660, -1.872)  0.11
H (-1.090, 1.322, 0.473)  0.11
H (0.613, 1.509, -0.038)  0.11
Cl (-2.735, 2.292, 3.427)  -0.94

=====

5.
2 unconnected molecules or ions with the total composition CH4IOP at a distorted geometry, computed with wB97M-V/def2-TZVPD.

Computed properties:
- Gap between HOMO and LUMO (alpha / beta): 7.05 / 7.90 eV
- Lowest unoccupied orbital energy (alpha / beta): -0.7 / 0.1 eV
- Relative energy (zero: lowest compared OMol25 entry of this formula, charge and spin): 262.5 kJ/mol

Each line ends with the Löwdin charge.
CARTESIAN COORDINATES (ANGSTROEM)
C (-0.787, -0.280, -0.310)  -0.22
O (-0.713, -1.369, 0.422)  -0.08
P (1.558, 1.296, 0.046)  0.15
I (3.318, -0.156, -0.761)  0.13
H (-1.763, 0.183, -0.119)  0.08
H (-0.374, -0.128, -1.299)  0.02
H (-0.137, -2.140, 0.042)  0.17
H (1.310, 0.734, 1.307)  -0.25